Arrangement A

{"formula": "C8H14N2O5", "method": "ωB97M-V/def2-TZVPD", "smiles": "C[C@H](N)C(=O)N[C@@H](CCC(=O)O)C(=O)O", "homo_ha": -0.339, "species": ["C", "C", "N", "C", "O", "N", "C", "C", "C", "C", "O", "O", "C", "O", "O", "H", "H", "H", "H", "H", "H", "H", "H", "H", "H", "H", "H", "H", "H"], "coordinates": [[2.94, -1.73, 0.41], [1.68, -1.47, -0.29], [1.88, -0.62, -1.47], [0.60, -0.86, 0.58], [0.65, -0.60, 1.79], [-0.48, -0.56, -0.17], [-1.66, 0.08, 0.36], [-2.02, 1.45, -0.26], [-0.81, 2.27, -0.70], [0.34, 2.22, 0.27], [1.48, 2.01, -0.04], [-0.06, 2.31, 1.56], [-2.76, -0.96, 0.12], [-3.53, -0.92, -0.81], [-2.69, -1.96, 0.98], [3.80, -2.09, -0.23], [3.23, -0.75, 0.80], [2.79, -2.42, 1.28], [1.32, -2.42, -0.69], [2.50, -0.99, -2.19], [2.12, 0.37, -1.28], [-0.48, -0.75, -1.13], [-1.55, 0.23, 1.42], [-2.62, 1.35, -1.14], [-2.58, 2.04, 0.50], [-0.38, 2.02, -1.67], [-1.04, 3.35, -0.83], [0.66, 2.00, 2.11], [-3.33, -2.58, 0.74]]}

Arrangement B

{"formula": "C8H14N2O5", "method": "ωB97M-V/def2-TZVPD", "smiles": "C[C@H](N)C(=O)N[C@@H](CCC(=O)O)C(=O)O", "homo_ha": -0.361, "species": ["C", "C", "N", "C", "O", "N", "C", "C", "C", "C", "O", "O", "C", "O", "O", "H", "H", "H", "H", "H", "H", "H", "H", "H", "H", "H", "H", "H", "H"], "coordinates": [[1.46, 2.39, 3.40], [0.38, 1.86, 2.23], [-0.59, 1.30, 3.09], [1.14, 0.62, 1.61], [2.15, 0.21, 2.05], [0.79, 0.28, 0.28], [-0.57, 0.20, -0.23], [-0.56, 0.41, -1.72], [0.44, -0.93, -1.98], [0.21, -1.08, -3.55], [-0.36, -0.16, -4.23], [0.39, -2.36, -4.12], [-1.41, -0.81, 0.49], [-2.20, -1.60, -0.15], [-1.43, -0.69, 1.89], [1.25, 3.43, 3.91], [1.66, 1.50, 4.18], [2.61, 2.90, 3.14], [0.17, 2.64, 1.39], [-1.06, 2.08, 3.53], [0.14, 0.79, 3.84], [1.20, -0.46, -0.18], [-1.39, 1.02, 0.10], [-1.71, -0.10, -1.86], [-0.32, 1.37, -2.18], [1.60, -0.77, -1.80], [0.14, -2.10, -1.54], [0.62, -2.86, -3.29], [-1.28, 0.20, 2.26]]}

Of the structures shown above, arrangement B is the least stable.